109
Properties=species:S:1:pos:R:3:mulliken_charge:R:1 method="wB97M-V/def2-TZVPD" total_charge=0 relative_energy_kcal_mol=64.9 energy_ev=-70788.327 gap_ha=0.3888
C -11.35 14.29 -2.48 0.3922
C -9.97 13.84 -2.32 0.3435
C -8.84 14.77 -1.84 -0.2939
O -8.12 14.03 -0.93 -0.3771
C -8.75 12.85 -0.78 0.1581
O -8.31 11.88 -0.15 -0.6795
O -9.86 12.78 -1.39 0.4605
H -11.65 14.59 -1.45 -0.0328
H -11.86 13.49 -2.87 -0.6868
H -11.54 15.20 -3.10 0.0936
H -9.65 13.52 -3.33 0.0325
H -9.27 15.65 -1.42 0.1966
H -8.24 15.19 -2.61 0.3301
C -18.42 12.59 -1.79 -0.6468
O -17.66 11.38 -2.01 -0.1002
C -17.14 11.08 -3.19 0.7292
O -17.44 11.58 -4.44 -0.7395
O -16.26 10.14 -3.09 -0.0922
C -15.70 9.44 -4.22 -1.2171
H -18.56 13.20 -2.67 0.4309
H -17.85 13.17 -1.01 0.0860
H -19.39 12.30 -1.34 0.3006
H -16.26 8.73 -4.61 0.6510
H -14.85 8.97 -3.90 0.3730
H -15.46 10.11 -5.10 0.2857
C -8.57 9.99 -2.89 -1.0867
O -9.73 10.76 -2.93 0.0442
C -10.50 10.62 -3.98 0.4151
O -10.13 9.78 -5.04 -0.6754
O -11.74 11.12 -3.74 0.1654
C -12.74 10.89 -4.69 -0.5279
H -8.94 9.01 -2.95 0.3762
H -8.13 10.26 -2.02 0.3113
H -7.95 10.12 -3.70 0.3469
H -12.97 9.86 -5.01 0.4347
H -12.49 11.42 -5.63 0.3753
H -13.70 11.40 -4.39 -0.2329
C -13.27 17.12 2.54 -0.7074
O -13.45 16.85 1.13 -0.0376
C -12.62 17.48 0.35 0.6465
O -11.53 18.18 0.85 -0.6955
O -12.74 17.39 -0.98 -0.0974
C -11.78 18.06 -1.83 -0.6698
H -12.32 16.93 2.83 0.4037
H -14.08 16.59 3.07 0.0093
H -13.27 18.23 2.72 0.3687
H -11.88 19.12 -1.74 0.3740
H -12.04 17.89 -2.89 0.1807
H -10.75 17.80 -1.60 0.2618
C -15.38 15.30 -0.73 -0.8949
O -15.48 14.03 -1.25 0.6161
C -14.62 13.13 -1.00 -0.6250
O -13.51 13.36 -0.16 -0.6300
O -14.68 12.06 -1.77 1.6004
C -13.78 11.01 -1.52 -0.3381
H -15.20 15.34 0.40 -0.1584
H -16.29 15.86 -0.98 0.2165
H -14.61 15.68 -1.34 0.5383
H -12.79 11.30 -1.68 -0.4986
H -14.04 10.09 -2.08 -0.0163
H -13.90 10.75 -0.52 0.0210
C -16.02 15.17 -4.56 -1.4493
C -14.88 14.12 -4.81 1.3071
C -13.84 14.61 -5.86 -0.5855
C -13.41 15.99 -5.55 0.2445
N -13.08 17.05 -5.20 -0.5659
H -16.97 14.67 -4.29 0.1197
H -16.25 15.58 -5.43 0.6851
H -15.74 15.94 -3.79 0.2402
H -15.30 13.15 -5.11 0.0429
H -14.30 13.85 -3.85 -0.7321
H -14.29 14.58 -6.85 0.4858
H -13.00 13.92 -5.99 0.2145
C -14.53 11.84 3.50 -1.1202
C -14.48 13.34 3.52 0.0477
C -15.92 14.01 3.53 -0.8887
C -16.83 13.87 2.36 0.3819
N -17.58 13.83 1.53 -0.4931
H -13.82 11.49 2.74 -0.1140
H -15.46 11.46 3.38 0.5073
H -14.17 11.51 4.47 0.4271
H -13.86 13.71 2.75 -0.0022
H -13.99 13.78 4.34 0.6224
H -15.73 15.05 3.75 0.4398
H -16.32 13.36 4.39 0.3327
C -11.76 10.59 1.20 -0.6532
C -11.19 9.65 0.00 0.6626
C -9.88 9.01 0.27 -0.0166
C -9.94 8.01 1.32 0.0357
N -10.00 7.15 2.10 -0.5186
H -12.80 10.38 1.20 -0.0802
H -11.71 11.63 0.89 0.2655
H -11.37 10.42 2.17 0.5576
H -11.16 10.07 -0.98 -0.9971
H -11.96 8.86 -0.05 0.5019
H -9.09 9.77 0.48 0.0908
H -9.57 8.50 -0.63 0.2240
C -17.04 8.22 -0.10 -1.1818
C -16.77 9.34 0.98 0.2414
C -17.84 10.42 1.15 0.8110
C -18.77 9.84 2.06 0.0016
N -19.57 9.35 2.72 -0.5786
H -18.05 7.87 -0.08 0.4283
H -16.20 7.52 -0.19 0.3825
H -17.11 8.69 -1.00 0.1276
H -15.97 10.00 0.88 -0.2970
H -16.48 8.75 1.82 0.4652
H -18.41 10.62 0.25 0.0124
H -17.51 11.28 1.68 -0.4444

85
Properties=species:S:1:pos:R:3:mulliken_spin:R:1 method="wB97M-V/def2-TZVPD" total_charge=+1 relative_energy_kcal_mol=101.7 multiplicity=5 energy_ev=-60470.883 gap_ha="0.2370 / 0.1752"
Ir 2.21 -0.81 -1.76 1.2015
C -1.53 2.01 -1.72 0.4895
C -2.02 0.78 -2.21 0.0993
C -2.86 1.07 -0.10 0.2276
C -2.09 2.22 -0.42 0.3059
C -2.81 0.18 -1.20 0.4232
C -0.85 3.08 -2.51 0.0172
H -0.35 2.65 -3.40 0.0015
H -0.10 3.65 -1.92 0.0062
H -1.61 3.81 -2.87 0.0181
C -2.13 3.50 0.30 0.0277
H -1.58 4.29 -0.25 -0.0028
H -1.71 3.44 1.31 0.0219
H -3.19 3.82 0.37 0.0254
C -3.80 0.99 1.03 0.0127
H -4.73 1.52 0.76 0.0311
H -3.40 1.45 1.94 0.0046
H -4.07 -0.05 1.26 -0.0010
C -3.57 -1.07 -1.39 0.0205
H -4.40 -0.88 -2.09 0.0140
H -4.01 -1.45 -0.47 0.0010
H -2.97 -1.87 -1.84 0.0154
C -1.80 0.21 -3.57 -0.0009
H -2.78 0.06 -4.07 0.0195
H -1.29 -0.77 -3.54 0.0269
H -1.20 0.87 -4.20 -0.0054
C 4.19 -0.91 -1.41 0.0541
C 3.98 -0.38 -2.72 0.0600
C 3.91 -1.06 -4.06 -0.0010
C 3.02 -2.35 -4.12 -0.0081
C 2.02 -2.36 -2.99 0.1042
C 2.24 -2.85 -1.66 0.0124
C 3.54 -3.37 -1.08 0.0132
C 4.66 -2.33 -1.24 0.0123
H 4.93 -1.28 -4.43 0.0032
H 3.64 -3.27 -4.19 -0.0023
H 3.47 -0.33 -4.76 0.0022
H 5.27 -2.57 -2.13 -0.0048
H 4.40 -0.20 -0.61 -0.0139
H 4.21 0.68 -2.77 0.0214
H 5.30 -2.36 -0.35 0.0023
H 3.34 -3.60 0.00 0.0066
H 1.34 -3.29 -1.18 -0.0487
H 3.82 -4.36 -1.49 -0.0046
H 2.43 -2.30 -5.06 0.0015
H 0.94 -2.41 -3.28 0.0253
P 0.96 0.55 -0.14 0.2657
P -0.46 -2.05 0.12 0.2102
C 1.84 -0.66 1.06 0.0988
C 0.97 -1.90 1.29 -0.0417
H 1.99 -0.03 1.94 0.0227
H 2.82 -0.93 0.60 -0.0224
H 1.60 -2.78 1.19 0.0097
H 0.58 -1.90 2.32 0.0031
C -1.79 -1.91 1.33 0.0119
H -2.75 -2.20 0.90 -0.0014
H -1.80 -0.88 1.67 0.0017
H -1.51 -2.57 2.16 -0.0005
C -0.77 -3.79 -0.45 0.0282
H -0.13 -4.51 0.08 -0.0007
H -0.56 -3.88 -1.52 0.0051
H -1.82 -4.06 -0.31 -0.0003
C 1.62 2.13 0.50 0.0156
H 1.52 2.97 -0.21 -0.0012
H 2.66 2.06 0.83 0.0034
H 0.97 2.41 1.39 0.0019
C 1.74 1.21 -2.11 0.1669
H 1.38 0.72 -3.06 -0.0405
H 2.73 1.66 -2.13 0.0070
H 0.98 1.98 -1.93 -0.0290
O -2.44 -0.12 4.04 -0.0014
C -2.09 0.89 4.87 -0.0008
C -2.65 1.05 6.15 -0.0002
C -2.34 2.18 6.90 0.0002
C -1.44 3.15 6.40 0.0001
C -0.86 2.97 5.14 0.0001
C -1.16 1.83 4.39 0.0046
C -0.57 1.68 3.02 0.0176
O -0.17 2.79 2.51 0.0047
O -0.44 0.54 2.51 0.0249
H -3.09 -0.68 4.51 0.0002
H -3.34 0.27 6.51 0.0000
H -2.79 2.31 7.88 0.0000
H -1.21 4.04 6.99 0.0001
H -0.16 3.69 4.73 0.0001

43
Properties=species:S:1:pos:R:3:mulliken_charge:R:1 method="wB97M-V/def2-TZVPD" total_charge=+1 energy_ev=-33341.623 gap_ha=0.3298
C 1.75 -3.46 1.09 -0.9299
C 2.35 -2.49 -0.14 0.2174
O 3.80 -2.85 -0.22 -0.1035
O 4.26 -2.54 -1.42 -0.2129
S 5.91 -3.05 -1.32 0.6889
O 6.22 -3.35 0.17 -0.4588
O 6.01 -4.56 -2.11 -0.4764
H 2.60 -3.50 1.92 0.3039
H 0.73 -3.06 1.51 0.2615
H 1.69 -4.55 0.64 0.2952
H 2.21 -1.34 0.09 -0.2160
H 1.82 -2.73 -1.18 0.2544
H 5.66 -4.48 -3.07 0.3590
C -1.87 -0.68 -1.13 -1.2880
C -2.06 0.83 -1.05 -0.3357
N -2.54 1.34 0.32 -0.0496
C -3.89 0.66 0.65 -1.0291
C -2.87 2.85 0.24 -0.3251
C -1.71 3.78 -0.04 -1.1335
C -1.58 0.99 1.50 -0.6946
C -0.10 1.38 1.34 -0.5210
O 0.51 0.71 0.25 -0.1003
C 1.65 1.41 -0.26 -0.8693
H -2.82 -1.22 -1.04 0.3579
H -1.45 -0.94 -2.11 0.4112
H -1.19 -1.07 -0.37 0.2807
H -2.82 1.13 -1.78 0.5503
H -1.14 1.35 -1.32 0.2418
H -4.57 0.83 -0.19 0.3844
H -4.29 1.11 1.57 0.4146
H -3.72 -0.41 0.81 0.4402
H -3.35 3.13 1.19 0.3683
H -3.62 2.96 -0.56 0.4536
H -1.18 4.04 0.88 0.3452
H -2.09 4.74 -0.43 0.4244
H -1.00 3.40 -0.78 0.2199
H -1.64 -0.10 1.63 0.4471
H -2.00 1.47 2.39 0.3872
H 0.44 1.07 2.25 0.3900
H 0.03 2.46 1.26 0.3171
H 2.16 1.99 0.52 0.4311
H 1.34 2.06 -1.07 0.2931
H 2.36 0.67 -0.66 0.2055

62
Properties=species:S:1:pos:R:3:mulliken_spin:R:1 method="wB97M-V/def2-TZVPD" total_charge=+2 relative_energy_kcal_mol=14.1 multiplicity=4 energy_ev=-47872.542 gap_ha="0.2434 / 0.2022"
P 0.92 -2.71 0.13 0.7893
P 0.59 2.47 0.85 -0.0017
C 1.59 0.31 -0.81 0.2456
C 1.76 1.79 -0.38 0.0043
H 2.22 0.16 -1.71 0.0033
H 2.10 -0.31 -0.06 -0.0529
H 2.77 1.92 0.03 0.0099
H 1.69 2.43 -1.26 -0.0040
C -0.92 3.18 0.16 0.0059
H -1.25 4.01 0.80 0.0001
H -1.70 2.40 0.18 -0.0025
H -0.75 3.53 -0.87 0.0000
C 1.30 3.64 2.03 -0.0007
H 1.62 4.56 1.52 -0.0002
H 2.14 3.16 2.55 0.0003
H 0.51 3.85 2.78 -0.0001
C 0.40 -4.36 -0.40 0.0049
H 0.74 -5.07 0.37 0.0113
H 0.83 -4.58 -1.39 0.0311
H -0.70 -4.37 -0.47 -0.0038
C 2.68 -2.93 0.46 -0.0056
H 3.07 -2.02 0.95 0.0055
H 3.24 -3.11 -0.47 0.0352
H 2.78 -3.78 1.16 0.0106
Tc -0.21 -0.59 -1.43 1.4120
C -0.16 0.89 -2.78 -0.0106
C -1.48 0.73 -2.20 -0.0009
C -2.57 0.05 -2.99 0.0813
C -2.19 -1.38 -3.42 0.0511
C -1.10 -2.02 -2.58 0.2673
C 0.32 -1.90 -2.83 -0.0364
C 0.76 -1.15 -4.06 0.0679
C 0.24 0.31 -4.12 0.0438
C -1.49 -1.27 0.03 0.0600
H 0.31 1.84 -2.53 0.0099
H -1.81 1.58 -1.61 0.0146
H -2.83 0.63 -3.88 -0.0053
H -3.51 0.03 -2.40 -0.0162
H -3.09 -2.00 -3.32 -0.0061
H -1.94 -1.39 -4.49 0.0164
H -1.44 -2.95 -2.09 -0.0077
H 0.97 -2.70 -2.47 0.0032
H 0.47 -1.68 -4.97 -0.0048
H 1.86 -1.13 -4.08 -0.0118
H 1.06 0.94 -4.50 -0.0063
H -0.56 0.39 -4.87 0.0008
H -1.00 -1.49 0.99 -0.0319
H -2.02 -2.15 -0.35 0.0277
H -2.24 -0.50 0.22 0.0040
O -1.19 0.75 2.43 0.0013
B 0.11 0.95 1.93 -0.0277
O 1.07 0.37 2.79 0.0188
C 0.41 0.33 3.99 0.0022
C 1.03 0.65 5.17 0.0005
C 0.24 1.29 6.14 0.0000
C -1.14 1.48 5.94 0.0000
C -1.77 1.08 4.76 0.0004
C -0.97 0.56 3.78 -0.0028
H 2.09 0.50 5.29 0.0001
H 0.72 1.62 7.05 0.0000
H -1.73 1.95 6.72 0.0000
H -2.84 1.24 4.59 0.0000

Please write out number 4 again, unchanged.
62
Properties=species:S:1:pos:R:3:mulliken_spin:R:1 method="wB97M-V/def2-TZVPD" total_charge=+2 relative_energy_kcal_mol=14.1 multiplicity=4 energy_ev=-47872.542 gap_ha="0.2434 / 0.2022"
P 0.92 -2.71 0.13 0.7893
P 0.59 2.47 0.85 -0.0017
C 1.59 0.31 -0.81 0.2456
C 1.76 1.79 -0.38 0.0043
H 2.22 0.16 -1.71 0.0033
H 2.10 -0.31 -0.06 -0.0529
H 2.77 1.92 0.03 0.0099
H 1.69 2.43 -1.26 -0.0040
C -0.92 3.18 0.16 0.0059
H -1.25 4.01 0.80 0.0001
H -1.70 2.40 0.18 -0.0025
H -0.75 3.53 -0.87 0.0000
C 1.30 3.64 2.03 -0.0007
H 1.62 4.56 1.52 -0.0002
H 2.14 3.16 2.55 0.0003
H 0.51 3.85 2.78 -0.0001
C 0.40 -4.36 -0.40 0.0049
H 0.74 -5.07 0.37 0.0113
H 0.83 -4.58 -1.39 0.0311
H -0.70 -4.37 -0.47 -0.0038
C 2.68 -2.93 0.46 -0.0056
H 3.07 -2.02 0.95 0.0055
H 3.24 -3.11 -0.47 0.0352
H 2.78 -3.78 1.16 0.0106
Tc -0.21 -0.59 -1.43 1.4120
C -0.16 0.89 -2.78 -0.0106
C -1.48 0.73 -2.20 -0.0009
C -2.57 0.05 -2.99 0.0813
C -2.19 -1.38 -3.42 0.0511
C -1.10 -2.02 -2.58 0.2673
C 0.32 -1.90 -2.83 -0.0364
C 0.76 -1.15 -4.06 0.0679
C 0.24 0.31 -4.12 0.0438
C -1.49 -1.27 0.03 0.0600
H 0.31 1.84 -2.53 0.0099
H -1.81 1.58 -1.61 0.0146
H -2.83 0.63 -3.88 -0.0053
H -3.51 0.03 -2.40 -0.0162
H -3.09 -2.00 -3.32 -0.0061
H -1.94 -1.39 -4.49 0.0164
H -1.44 -2.95 -2.09 -0.0077
H 0.97 -2.70 -2.47 0.0032
H 0.47 -1.68 -4.97 -0.0048
H 1.86 -1.13 -4.08 -0.0118
H 1.06 0.94 -4.50 -0.0063
H -0.56 0.39 -4.87 0.0008
H -1.00 -1.49 0.99 -0.0319
H -2.02 -2.15 -0.35 0.0277
H -2.24 -0.50 0.22 0.0040
O -1.19 0.75 2.43 0.0013
B 0.11 0.95 1.93 -0.0277
O 1.07 0.37 2.79 0.0188
C 0.41 0.33 3.99 0.0022
C 1.03 0.65 5.17 0.0005
C 0.24 1.29 6.14 0.0000
C -1.14 1.48 5.94 0.0000
C -1.77 1.08 4.76 0.0004
C -0.97 0.56 3.78 -0.0028
H 2.09 0.50 5.29 0.0001
H 0.72 1.62 7.05 0.0000
H -1.73 1.95 6.72 0.0000
H -2.84 1.24 4.59 0.0000